Entry 1:
Formula: C32H43BrN2P2Ru
Source: the OMol25 dataset
Level of theory: ωB97M-V with the def2-TZVPD basis set

The energy above the lowest of the compared OMol25 structures with the same formula, charge and spin comes out at 31.8 kcal per mole. As for the molar mass: 698.63 g/mol. As for the spin multiplicity: 5. The calculation puts the frontier orbital gap (spin up / spin down) at 0.2174 / 0.0842 Ha. Its expectation value of S² is 6.07. The total energy comes out at -4704.50046 Ha. The net charge is +4.

Each line ends with the Löwdin charge.
CARTESIAN COORDINATES (ANGSTROEM)
C -2.791 -2.973 -2.173  0.000
C -2.493 -1.651 -2.583  -0.231
C -3.502 -0.839 -3.167  0.028
C -4.761 -1.429 -3.335  -0.067
N -5.016 -2.696 -2.977  0.133
C -4.073 -3.464 -2.413  -0.070
C -1.172 -1.208 -2.345  0.078
C -0.090 -0.922 -1.788  -0.009
C 1.334 -0.915 -2.111  -0.274
C 2.328 -0.434 -1.263  -0.178
C 3.627 -0.120 -1.681  -0.122
C 3.734 -0.153 -3.031  -0.605
C 2.900 -0.856 -3.905  -0.020
C 1.669 -1.261 -3.412  0.026
Ru 0.880 0.328 0.477  0.946
P -1.206 -0.079 1.110  0.888
H -3.321 0.186 -3.478  0.129
H -2.022 -3.617 -1.750  0.127
H -5.587 -0.852 -3.777  0.140
H -4.307 -4.501 -2.140  0.138
H 0.871 -1.730 -3.950  0.137
H 2.311 -0.337 -0.165  0.000
H 3.149 -1.030 -4.926  0.130
H 4.428 0.242 -1.038  0.124
C -1.171 0.653 2.823  -0.365
C -2.553 0.981 3.380  -0.100
H -0.529 1.551 2.770  0.067
H -0.621 -0.062 3.459  0.090
H -2.406 1.419 4.372  0.107
H -3.071 1.728 2.757  0.089
H -3.163 0.078 3.515  0.072
C -2.632 0.703 0.196  -0.348
C -3.984 0.004 0.354  -0.103
H -2.321 0.711 -0.863  0.060
H -2.725 1.759 0.502  0.062
H -4.718 0.577 -0.230  0.106
H -3.952 -1.017 -0.063  0.075
H -4.340 0.006 1.398  0.079
C -1.599 -1.873 1.261  -0.347
C -2.611 -2.150 2.372  -0.108
H -0.653 -2.400 1.462  0.056
H -1.932 -2.224 0.268  0.066
H -2.762 -3.234 2.419  0.102
H -2.220 -1.826 3.350  0.080
H -3.592 -1.694 2.167  0.070
Br 5.114 1.030 -3.761  0.813
P 0.401 2.411 -0.350  0.869
C -0.918 3.459 0.368  -0.372
C -0.525 4.922 0.587  -0.097
H -1.191 2.982 1.327  0.058
H -1.792 3.390 -0.303  0.094
H -1.364 5.443 1.064  0.105
H 0.337 5.006 1.266  0.081
H -0.320 5.450 -0.357  0.080
C 1.982 3.015 0.399  -0.374
C 2.693 4.086 -0.426  -0.101
H 2.616 2.111 0.518  0.054
H 1.782 3.379 1.419  0.096
H 3.658 4.324 0.035  0.102
H 2.900 3.739 -1.447  0.081
H 2.118 5.019 -0.473  0.083
C 0.445 2.600 -2.169  -0.346
C 0.110 4.016 -2.655  -0.103
H -0.289 1.859 -2.533  0.077
H 1.437 2.270 -2.532  0.093
H 0.147 4.039 -3.751  0.103
H -0.906 4.318 -2.366  0.085
H 0.835 4.763 -2.297  0.075
N 1.327 -1.220 1.417  -0.023
C 1.976 -2.083 1.886  0.007
C 2.929 -2.993 2.369  -0.142
C 4.240 -3.033 1.835  0.134
C 5.165 -3.893 2.418  0.093
C 4.786 -4.713 3.487  0.072
C 3.490 -4.656 4.017  0.109
C 2.546 -3.801 3.458  0.123
H 4.495 -2.357 1.014  0.158
H 6.183 -3.902 2.037  0.163
H 5.517 -5.401 3.916  0.160
H 3.204 -5.260 4.877  0.167
H 1.531 -3.698 3.860  0.167

Forces on the atoms, in the same order (eV/Å):
-0.298 -0.102 -0.429
0.189 0.177 -0.089
-0.157 -0.685 0.079
0.331 0.044 0.166
-0.011 -0.023 0.038
0.318 0.416 0.032
-0.502 0.325 1.493
0.460 -0.307 -0.202
-0.259 0.209 0.435
0.865 0.101 0.061
-1.423 0.043 0.389
2.582 1.005 -2.436
-0.759 -0.001 0.834
0.616 0.408 0.252
-2.792 2.815 -1.960
-3.133 0.038 0.711
0.075 -0.195 0.006
-0.119 0.175 -0.080
0.362 -0.410 0.210
-0.211 0.520 -0.233
0.107 -0.210 -0.852
0.992 -0.856 -0.333
0.304 0.145 -0.593
-0.368 0.092 -0.142
0.709 -0.300 -0.343
-0.199 0.216 0.234
-0.281 -0.179 0.147
-0.224 0.178 -0.167
-0.102 0.020 -0.138
0.076 -0.382 0.315
0.127 0.518 -0.161
0.534 0.189 -0.134
-0.238 -0.074 -0.083
-0.163 -0.010 0.297
0.170 -0.600 0.013
0.161 -0.186 0.124
-0.156 0.366 0.333
0.151 -0.071 -0.583
0.508 0.094 -0.266
-0.227 -0.323 0.071
-0.505 0.161 -0.067
-0.008 0.222 0.394
-0.035 0.160 0.060
-0.288 -0.153 -0.343
0.543 -0.274 0.283
-0.700 -1.156 0.278
0.367 1.927 -0.451
-0.351 -0.225 -0.039
0.081 0.323 0.074
0.021 0.343 -0.355
0.306 0.020 0.254
0.178 -0.148 -0.087
-0.288 0.110 -0.291
0.014 -0.245 0.420
-0.385 -0.084 0.247
0.589 0.176 -0.276
0.305 0.249 -0.017
-0.049 -0.191 -0.274
-0.181 -0.058 -0.057
-0.053 0.141 0.245
0.093 -0.358 0.061
-0.017 -0.264 -0.121
0.005 0.260 -0.143
0.216 0.275 -0.034
-0.360 0.063 0.250
-0.006 -0.080 0.215
0.328 -0.046 -0.050
-0.376 -0.322 -0.134
3.655 -5.508 3.629
-1.468 2.635 -1.588
-0.204 -0.831 0.821
-1.938 1.356 -0.399
1.033 -1.549 1.243
0.490 -0.105 -0.177
1.636 -1.357 0.774
-1.108 1.908 -1.430
0.088 -0.357 0.213
-0.063 -0.147 0.095
-0.200 0.225 -0.050
0.185 -0.026 -0.126
0.437 -0.249 -0.055

---

Entry 2:
Formula: C30H26BrN6O4RuS
Source: the OMol25 dataset
Level of theory: ωB97M-V with the def2-TZVPD basis set

The energy above the lowest of the compared OMol25 structures with the same formula, charge and spin comes out at 2.1 kcal per mole. As for the molar mass: 747.62 g/mol. As for the spin multiplicity: 2. The calculation puts the frontier orbital gap (spin up / spin down) at 0.2699 / 0.2626 Ha. Its expectation value of S² is 0.75. The total energy comes out at -4855.42730 Ha. The net charge is 0.

Each line ends with the Löwdin charge.
CARTESIAN COORDINATES (ANGSTROEM)
Ru -0.199 0.426 -1.114  1.143
O 3.212 2.601 -0.962  0.049
C 3.609 2.537 0.329  -0.272
C 4.768 3.214 0.699  -0.010
C 5.214 3.165 2.009  -0.088
C 4.511 2.451 2.971  -0.099
C 3.359 1.776 2.599  -0.040
C 2.904 1.799 1.287  -0.122
C 1.695 0.993 0.878  -0.412
O 0.904 1.664 -0.037  -0.334
N 2.187 -0.304 0.348  0.034
N 1.488 -0.840 -0.737  -0.073
C 2.000 -1.928 -1.175  -0.188
C 1.556 -2.771 -2.286  -0.678
Br 1.166 -1.969 -3.945  0.800
C 1.556 -4.102 -2.185  -0.097
C 1.813 -4.853 -0.949  -0.217
C 1.346 -4.422 0.294  -0.037
C 1.623 -5.148 1.442  -0.071
C 2.362 -6.318 1.365  -0.083
C 2.813 -6.769 0.130  -0.077
C 2.532 -6.048 -1.017  -0.032
H 2.270 2.326 -0.996  0.046
H 5.297 3.780 -0.057  0.117
H 6.115 3.698 2.282  0.102
H 4.854 2.424 3.996  0.097
H 2.796 1.213 3.334  0.112
H 1.105 0.768 1.779  0.122
H 3.181 -0.278 0.160  0.132
H 2.852 -2.325 -0.624  0.143
H 1.353 -4.682 -3.078  0.113
H 0.731 -3.532 0.352  0.089
H 1.247 -4.806 2.398  0.103
H 2.576 -6.886 2.261  0.103
H 3.380 -7.688 0.063  0.105
H 2.880 -6.403 -1.979  0.116
N -0.895 3.507 -4.050  0.088
C -0.856 2.608 -3.052  -0.788
S 0.441 1.437 -3.092  0.626
N -1.811 2.688 -2.153  0.050
N -1.682 1.756 -1.182  -0.105
C -2.565 1.698 -0.243  -0.171
C -3.748 2.589 -0.187  -0.205
C -4.989 2.107 -0.587  -0.026
C -6.105 2.929 -0.524  -0.075
C -5.983 4.230 -0.058  -0.086
C -4.744 4.713 0.342  -0.076
C -3.627 3.895 0.277  -0.025
C -2.344 0.675 0.792  -0.165
C -3.223 0.485 1.851  0.024
C -2.951 -0.498 2.785  -0.032
C -1.808 -1.272 2.653  -0.033
C -0.972 -1.026 1.579  -0.104
N -1.231 -0.081 0.681  0.007
H -0.224 3.466 -4.794  0.086
H -1.664 4.152 -4.095  0.106
H -5.072 1.093 -0.959  0.128
H -7.069 2.554 -0.843  0.104
H -6.855 4.870 -0.008  0.102
H -4.647 5.729 0.701  0.103
H -2.654 4.266 0.574  0.122
H -4.107 1.103 1.926  0.122
H -3.629 -0.660 3.612  0.115
H -1.565 -2.051 3.361  0.110
H -0.061 -1.590 1.424  0.103
O -2.547 -2.813 -1.805  0.023
C -1.610 -2.066 -1.636  -0.552
O -1.583 -0.802 -1.943  -0.254
H -0.674 -2.456 -1.180  0.085

Forces on the atoms, in the same order (eV/Å):
0.012 -0.111 0.086
0.029 0.013 0.024
-0.003 -0.005 -0.014
0.004 0.002 -0.006
-0.006 0.002 -0.001
0.001 -0.002 0.000
-0.002 -0.006 -0.004
0.007 0.004 0.022
-0.018 -0.021 0.028
-0.051 -0.047 -0.090
0.094 0.001 0.044
0.031 0.064 -0.037
-0.078 0.011 0.099
0.045 -0.036 0.018
-0.047 0.139 0.008
-0.052 0.038 -0.087
0.039 -0.022 0.045
0.000 0.012 -0.017
0.000 -0.018 -0.002
-0.004 0.007 0.002
-0.006 0.003 0.001
-0.006 -0.003 0.004
-0.014 0.006 -0.010
-0.001 -0.001 0.000
0.000 0.000 0.000
0.002 0.001 -0.001
0.002 0.000 0.002
0.001 -0.016 -0.008
-0.007 0.023 -0.024
0.025 0.003 -0.022
0.002 -0.011 0.013
0.014 -0.041 0.006
0.001 0.000 0.008
0.000 0.002 0.001
0.000 0.000 0.000
-0.004 0.002 0.000
0.010 0.001 0.020
-0.011 -0.069 -0.062
0.014 -0.043 -0.007
-0.015 0.024 0.016
-0.002 0.005 0.004
-0.009 0.009 -0.002
-0.004 0.007 0.011
0.003 0.003 -0.004
-0.006 -0.011 -0.001
0.006 0.010 0.003
-0.015 -0.004 -0.003
0.018 -0.012 -0.001
-0.025 0.002 0.028
0.002 -0.001 -0.001
0.001 -0.001 0.006
0.016 -0.002 -0.008
-0.032 0.004 0.018
0.065 0.053 -0.091
0.002 -0.002 -0.002
0.002 0.003 0.002
-0.007 0.003 -0.002
0.002 -0.002 -0.001
0.002 0.001 0.001
0.001 0.000 -0.001
-0.003 0.001 0.000
0.003 0.000 -0.001
-0.001 -0.004 -0.002
-0.002 -0.001 0.002
0.003 0.011 0.011
0.004 -0.009 -0.018
-0.065 -0.028 -0.053
0.105 -0.012 0.008
-0.073 0.070 0.044

---

Entry 3:
Formula: C24H32F2O21
Source: the OMol25 dataset
Level of theory: ωB97M-V with the def2-TZVPD basis set

The energy above the lowest of the compared OMol25 structures with the same formula, charge and spin comes out at 97.4 kcal per mole. As for the molar mass: 694.50 g/mol. As for the spin multiplicity: 1. The calculation puts the frontier orbital gap at 0.3910 Ha. The total energy comes out at -2713.43181 Ha. The net charge is 0. Its structure (SMILES) is O=C1OC[C@@H](F)O1.O=C1OC[C@@H](F)O1.C[C@H]1COC(=O)O1.C[C@H]1COC(=O)O1.C[C@H]1COC(=O)O1.O=C1OCCO1.O=C1OCCO1.

Each line ends with the Löwdin charge.
CARTESIAN COORDINATES (ANGSTROEM)
O 14.854 -1.248 -5.341  0.116
C 14.089 -1.343 -4.392  -0.594
O 12.834 -1.841 -4.385  0.095
C 12.248 -1.669 -3.066  -0.014
C 13.211 -0.722 -2.448  -0.271
F 13.361 -1.040 -1.111  0.075
O 14.358 -0.884 -3.236  0.188
H 11.193 -1.416 -3.168  0.147
H 12.306 -2.495 -2.358  0.140
H 12.763 0.264 -2.569  0.169
O 12.630 0.092 2.009  0.155
C 13.216 -0.963 1.856  -0.499
O 12.728 -2.183 2.110  0.095
C 13.413 -3.211 1.530  -0.062
C 14.745 -2.430 1.334  -0.365
F 15.149 -2.660 0.054  0.041
O 14.464 -1.136 1.375  0.151
H 13.603 -4.144 2.059  0.144
H 13.250 -3.463 0.482  0.136
H 15.574 -2.761 1.960  0.170
C 12.462 3.802 1.515  -0.021
C 13.520 3.753 0.440  -0.367
C 14.479 2.559 0.452  -0.093
O 14.481 2.156 -0.879  0.066
C 13.550 2.880 -1.595  -0.473
O 13.403 2.931 -2.810  0.132
O 12.838 3.605 -0.724  0.101
H 11.865 4.713 1.462  0.087
H 12.852 3.763 2.532  0.091
H 11.793 2.949 1.402  0.090
H 13.958 4.748 0.526  0.154
H 14.158 1.757 1.117  0.114
H 15.427 2.985 0.781  0.138
C 6.676 -1.254 -3.233  -0.045
C 7.143 -1.114 -1.834  -0.226
C 6.996 -2.484 -1.074  -0.102
O 8.220 -2.955 -0.617  0.088
C 9.137 -2.044 -0.732  -0.524
O 10.214 -2.049 -0.179  0.137
O 8.656 -1.070 -1.664  0.018
H 5.646 -0.919 -3.352  0.092
H 6.559 -2.241 -3.681  0.088
H 7.317 -0.666 -3.890  0.095
H 6.737 -0.203 -1.394  0.149
H 6.639 -3.215 -1.799  0.124
H 6.332 -2.519 -0.210  0.135
C 13.617 0.572 -8.384  0.024
C 12.808 0.389 -7.064  -0.276
C 12.193 1.669 -6.541  -0.091
O 10.892 1.232 -6.264  0.073
C 10.648 -0.001 -6.655  -0.556
O 9.575 -0.571 -6.340  0.078
O 11.686 -0.440 -7.331  0.104
H 14.261 -0.301 -8.488  0.078
H 14.418 1.266 -8.127  0.057
H 13.050 0.889 -9.259  0.101
H 13.264 -0.170 -6.247  0.114
H 12.323 2.547 -7.174  0.139
H 12.418 1.933 -5.507  0.129
O 11.625 -5.401 -7.986  0.118
C 12.811 -5.061 -7.867  -0.524
O 13.251 -4.167 -7.038  0.069
C 14.722 -4.068 -6.993  -0.072
C 15.035 -5.391 -7.656  -0.171
O 13.930 -5.652 -8.463  0.044
H 15.119 -3.221 -7.553  0.128
H 14.970 -4.072 -5.932  0.128
H 15.085 -6.121 -6.848  0.133
H 15.980 -5.267 -8.186  0.136
O 14.780 4.925 -7.435  0.196
C 15.227 4.010 -6.854  -0.598
O 16.463 3.596 -6.735  0.084
C 16.508 2.292 -6.227  -0.113
C 15.432 2.552 -5.155  -0.114
O 14.474 3.307 -5.938  0.018
H 16.252 1.412 -6.817  0.121
H 17.455 2.029 -5.756  0.137
H 15.855 3.176 -4.367  0.129
H 15.078 1.679 -4.606  0.113

Forces on the atoms, in the same order (eV/Å):
-1.411 -0.788 1.340
-0.024 -0.776 -3.241
-0.293 -0.726 -0.483
0.006 -1.012 -0.219
-2.003 0.838 0.578
0.550 0.537 -1.421
1.892 1.902 3.946
0.312 0.507 -0.078
-0.009 -1.048 -0.842
0.991 0.618 0.589
1.589 -2.313 -0.173
-1.510 1.537 -0.097
-3.600 0.407 1.414
3.895 0.427 -1.294
1.285 -3.511 -0.998
0.861 -0.634 -0.939
-0.314 3.016 1.123
-0.719 0.458 0.729
-1.456 0.147 0.053
0.060 0.439 0.305
-0.480 -0.578 0.893
-0.653 0.455 3.179
-0.127 1.328 1.555
-0.138 -0.084 -2.353
0.263 0.365 -1.576
0.489 -0.956 2.806
-0.974 0.172 -3.093
0.080 0.023 -0.263
0.305 -0.036 -0.044
-0.032 -0.058 0.032
0.872 -0.088 -0.704
-0.053 -0.021 -0.162
0.416 -0.652 -0.293
-0.250 0.397 -1.593
2.336 -2.418 1.692
-2.566 -0.160 -0.441
0.239 -0.818 0.902
1.014 2.129 -1.078
-1.420 0.301 -1.359
0.278 0.030 0.701
0.014 0.679 0.320
0.863 -0.367 0.468
-0.150 0.113 -0.162
0.205 -0.299 0.405
-0.139 -0.012 0.129
-0.219 0.396 -0.115
1.096 -0.536 2.360
0.772 0.154 -1.123
0.275 -0.056 1.525
-2.378 1.300 0.070
-3.974 -1.291 1.385
3.664 1.268 -1.481
-0.753 -1.503 -0.921
-0.633 -0.504 -0.766
-0.301 0.794 -0.252
0.003 -0.222 0.274
0.941 0.514 -0.679
-0.642 -0.118 -0.193
1.478 0.343 -0.373
3.955 1.036 -0.276
-2.230 -2.339 -0.615
0.563 2.376 1.440
-1.463 -0.806 -0.038
0.940 0.646 1.084
-1.544 -0.372 -0.895
-0.491 0.220 0.261
0.195 0.413 -0.282
0.303 -0.479 -0.301
-0.240 -0.683 -0.366
0.021 0.893 -1.437
-1.732 -0.408 2.688
2.779 0.117 -2.934
-0.852 -0.814 3.173
0.543 -0.735 0.133
0.287 -0.764 0.408
-0.253 0.635 -0.984
0.206 0.670 -0.210
-0.055 0.397 -0.135
-0.756 -0.006 -0.677

---

- Number 1 is which compound?
  C32H43BrN2P2Ru

---

- The lowest energy above the lowest of the compared OMol25 structures with the same formula, charge and spin belongs to which entry?
  C30H26BrN6O4RuS